C4H14N2P | ωB97M-V/def2-TZVPD

Computed properties:
Largest force on an atom in eV/Å: 4.32
Total charge: +1
Frontier orbital gap in eV: 9.63
E_HOMO in eV: -12.846
Molar mass in u: 121.1
ΔE to the lowest compared entry with this formula, charge and spin in kcal per mole: 59.9
SMILES: C[NH2+]C[C@H](N)PC
LUMO energy in eV: -3.2

Geometry (Å):
C: -3.029883 -0.561447 -0.416670
N: -1.692595 -0.674520 0.253711
C: -0.928268 0.626411 0.080744
C: 0.491545 0.639509 0.581274
N: 1.207712 1.684588 -0.071605
P: 1.326368 -1.061609 0.457764
C: 2.930747 -0.774230 -0.497768
H: -3.413450 0.401663 -0.165364
H: -2.928563 -0.748490 -1.435265
H: -3.572220 -1.407600 0.005053
H: -1.571517 -0.965001 1.264901
H: -1.194858 -1.369959 -0.413627
H: -0.763240 0.726368 -1.055024
H: -1.557137 1.504252 0.356552
H: 0.218043 0.784971 1.660321
H: 2.090607 1.995819 0.154270
H: 0.551669 2.477566 -0.066450
H: 1.943233 -0.847268 1.607555
H: 2.836338 -0.690446 -1.676259
H: 3.506291 -1.699578 -0.546313
H: 3.549186 -0.041008 -0.077796

Cartesian forces (eV/Å) of the 2 atoms listed first:
-0.2 -1.1 3.0
2.4 0.0 -1.6